9
Properties=species:S:1:pos:R:3:forces:R:3:mulliken_charge:R:1 method="wB97M-V/def2-TZVPD" relative_energy_ev=2.1901 molar_mass_g_mol=244.8 total_charge=-1 gap_ev=7.208 lumo_energy_ev=2.94
C 0.16386 1.88714 0.25148 -2.363 -0.874 -4.032 0.555
C -0.43507 0.50031 -0.47280 -2.324 0.487 2.491 -0.173
C -2.01173 0.01549 -0.24912 4.306 1.902 -0.448 0.190
O -0.16673 2.91355 -0.31909 -0.267 1.441 0.076 -0.655
O 0.91325 1.55472 1.11300 1.892 -0.664 2.704 -0.642
O -1.37881 0.16721 -1.44841 -0.927 0.798 -2.200 -0.375
Br -3.36036 1.30754 0.03522 -0.395 0.303 0.319 -0.131
Br -2.45344 -1.69785 0.20498 -0.569 -1.840 0.518 -0.153
H 0.37088 -0.17556 -0.49723 0.647 -1.553 0.570 0.384

=====

65
Properties=species:S:1:pos:R:3:forces:R:3:mulliken_charge:R:1 method="wB97M-V/def2-TZVPD" relative_energy_ev=1.5721 molar_mass_g_mol=778.2 gap_ev=5.690 lumo_energy_ev=-1.00
Pt 0.17836 -0.45086 -0.69607 0.330 0.027 0.023 0.623
O 0.35835 0.89561 0.88417 0.019 0.068 -0.041 -0.532
C -0.13522 2.08692 0.94592 -0.092 -0.044 0.011 0.126
C 0.29125 2.91511 2.02125 -0.008 0.004 0.050 -0.241
C -0.17649 4.19194 2.20203 0.031 -0.050 0.009 -0.580
C -1.12037 4.73121 1.32089 0.022 0.019 0.062 -0.878
C -1.55928 3.95089 0.27855 -0.054 -0.039 -0.127 -0.760
C -1.09347 2.64441 0.04953 0.032 0.044 0.014 0.488
C -1.65440 1.88000 -1.06229 -0.157 0.039 0.022 0.341
N -1.51101 0.58630 -1.32283 0.091 0.300 -0.391 0.001
C -2.29867 0.29147 -2.41814 -0.007 -0.180 0.054 -0.496
C -2.91855 1.41472 -2.84463 0.000 0.093 0.119 -0.741
N -2.50292 2.40939 -1.98298 -0.031 -0.033 0.035 -0.074
H 1.02165 2.48196 2.69715 -0.015 0.022 -0.052 0.488
H 0.18654 4.78334 3.03637 -0.017 -0.023 -0.038 0.409
H -1.50848 5.73116 1.46237 0.008 -0.027 -0.014 0.375
H -2.31865 4.37454 -0.37187 0.044 -0.030 -0.002 0.207
H -2.37523 -0.71630 -2.79375 0.058 0.075 0.000 0.557
H -3.61155 1.59791 -3.64805 0.059 -0.015 0.053 0.459
H -2.76659 3.37452 -2.03443 -0.020 0.031 0.013 0.167
N -0.05420 -2.99852 -2.06373 0.126 0.196 0.232 -0.652
C 0.12215 -1.74178 -2.18697 0.076 -0.407 -0.367 -0.037
H -0.08079 -3.49795 -2.95058 0.000 0.079 0.230 0.174
Cl 2.83053 -0.36257 2.94708 -0.206 -0.150 -0.043 -0.245
C 1.49697 -1.43155 2.55730 0.215 0.205 1.096 0.638
C 0.77835 -1.97398 3.76978 0.234 -0.530 0.000 -1.183
C -0.60168 -2.46470 3.42848 -0.894 1.980 -1.633 -0.121
C -0.73228 -3.14809 2.10890 -0.660 -0.101 1.779 -1.320
C 0.12478 -2.85183 1.15494 1.446 0.376 -0.872 0.084
C 1.25404 -1.88106 1.33268 -0.719 -0.579 -0.913 0.519
C 1.86304 -1.40870 0.08348 -0.191 -0.002 -0.128 -1.840
H 1.37013 -2.79720 4.16698 0.023 -0.053 0.401 0.573
H -1.23553 -2.74191 4.26791 0.272 -0.434 -0.104 0.558
H -1.59459 -3.77307 1.91134 0.045 0.003 0.164 0.412
H 0.01719 -3.27937 0.15852 0.062 0.117 0.032 0.400
H 2.16735 -2.24736 -0.54379 -0.050 0.027 -0.030 0.639
H 2.69045 -0.72349 0.25145 0.011 0.022 -0.039 0.539
O -0.57635 -3.09979 -4.71568 -0.209 -0.366 -0.390 -0.753
C -0.17053 -1.96588 -4.71305 0.050 0.243 0.121 0.609
N 0.25165 -1.23461 -3.59493 -0.045 0.253 -0.075 0.352
C 0.67589 0.05772 -4.02160 -0.190 -0.536 -0.070 0.041
O 1.14740 0.93184 -3.36432 0.193 0.428 0.665 -0.569
C 0.45611 0.12129 -5.49592 0.044 0.133 0.124 0.296
C 0.68360 1.15502 -6.37822 0.065 0.150 -0.010 -0.418
C 0.37702 0.92762 -7.71529 0.078 0.204 0.029 -0.497
C -0.13417 -0.29431 -8.13461 -0.070 -0.162 -0.084 -0.465
C -0.35376 -1.32731 -7.23075 -0.036 -0.121 -0.079 -0.455
C -0.04387 -1.08319 -5.90896 -0.147 -0.300 -0.085 0.043
H 1.08435 2.09952 -6.03263 -0.010 -0.017 -0.017 0.512
H 0.53811 1.71133 -8.44593 -0.001 -0.016 0.041 0.392
H -0.36188 -0.44013 -9.18306 -0.002 -0.011 0.017 0.392
H -0.74962 -2.28467 -7.54525 0.012 0.019 0.024 0.493
C 2.33623 -1.81577 6.28788 0.100 0.022 0.116 -1.526
C 1.29760 -0.80665 5.94820 0.012 0.150 -0.113 1.570
C 1.03954 0.31057 6.71107 0.156 -0.173 0.136 -0.941
C 0.10392 1.22677 6.25136 -0.058 0.246 -0.050 -0.208
N -0.63261 1.05543 5.16697 0.017 0.105 0.301 -0.521
C -0.42823 -0.05889 4.49040 0.017 -0.330 -0.483 0.494
S -1.35470 -0.52713 3.13847 0.277 -1.031 0.623 -0.096
N 0.57712 -0.94780 4.81846 -0.338 0.146 -0.239 0.280
H 2.69375 -1.63886 7.29929 0.044 0.018 -0.025 0.433
H 3.17091 -1.72327 5.59074 0.007 -0.041 -0.015 0.316
H 1.95052 -2.83266 6.23133 -0.022 0.009 -0.010 0.341
H 1.57591 0.48140 7.63233 0.022 -0.035 -0.034 0.390
H -0.05509 2.15126 6.79674 -0.046 -0.018 -0.025 0.420

=====

113
Properties=species:S:1:pos:R:3:forces:R:3:mulliken_charge:R:1 method="wB97M-V/def2-TZVPD" smiles="CCO[C@H](N)[C@H](OCCC=O)P(O)Br.c1ccccc1.c1ccccc1.c1ccccc1.c1ccccc1.c1ccccc1.c1ccccc1.c1ccccc1" relative_energy_ev=0.0000 molar_mass_g_mol=834.9 gap_ev=8.832 lumo_energy_ev=0.40
C -0.48420 -4.47535 4.32518 -0.016 -0.185 0.079 -1.099
C 0.69741 -4.20122 3.39108 -0.445 -0.273 0.510 0.211
O 1.04757 -2.82374 3.40273 0.122 0.025 -0.094 -0.217
C 1.17456 -2.25617 2.14198 -0.161 0.333 -0.354 -0.619
N 2.14993 -2.94220 1.32221 -0.066 -0.292 0.306 -0.587
C 1.44099 -0.74489 2.33275 -0.185 0.091 0.898 0.038
O 2.13175 -0.45477 3.53638 0.167 -0.334 -0.394 -0.393
C 3.36527 0.21014 3.38134 -0.050 0.054 0.180 -0.482
C 3.20860 1.73382 3.24476 0.346 0.197 0.029 -0.376
C 3.02566 2.17558 1.81924 -0.651 -0.158 -0.316 -0.102
O 2.00476 2.01973 1.17726 0.616 0.090 0.340 -0.379
P -0.14752 0.26098 2.19356 -0.098 0.232 -0.514 0.010
O 0.11306 1.40757 3.33779 -0.068 -0.248 0.031 -0.116
Br -1.71610 -1.00306 3.23339 0.138 -0.009 0.190 -0.349
H -0.29354 -5.35773 4.93710 0.029 -0.034 -0.019 0.339
H -0.66972 -3.64732 5.00513 0.074 0.128 -0.055 0.301
H -1.39173 -4.68244 3.76032 -0.104 0.159 0.031 0.237
H 1.55641 -4.77547 3.73709 0.150 -0.002 -0.218 0.328
H 0.42488 -4.53351 2.39136 0.269 0.049 -0.147 -0.230
H 0.21728 -2.33279 1.60019 0.034 -0.118 -0.139 0.581
H 2.07790 -2.68001 0.35126 0.079 0.066 -0.114 0.208
H 3.09263 -2.82186 1.66480 0.109 0.082 -0.042 0.245
H 2.02251 -0.40763 1.47347 -0.054 0.012 -0.126 0.563
H 3.94013 0.00631 4.28430 -0.104 -0.019 0.070 0.431
H 3.93990 -0.21194 2.54884 -0.038 0.027 -0.098 0.353
H 2.36591 2.05353 3.85425 -0.121 -0.064 -0.054 0.028
H 4.10624 2.21357 3.64142 0.040 -0.019 -0.058 0.433
H 3.90820 2.63184 1.33213 -0.036 0.047 -0.027 0.394
H -0.65502 1.45462 3.91471 -0.089 0.106 0.205 0.190
C -2.29673 -5.91371 1.06065 0.004 0.035 0.004 -0.200
C -1.11691 -6.42168 0.53721 0.106 0.074 -0.042 -0.421
C -1.07269 -7.71501 0.03679 -0.071 -0.018 0.035 -0.562
C -2.21524 -8.50304 0.06625 0.000 0.001 0.008 -0.344
C -3.39521 -7.99806 0.59661 0.003 -0.007 -0.006 -0.352
C -3.43802 -6.70259 1.09346 0.018 -0.013 -0.009 -0.501
H -2.32171 -4.89868 1.43790 -0.033 0.002 0.016 0.515
H -0.22875 -5.80167 0.51348 0.011 -0.018 -0.016 0.393
H -0.15131 -8.10788 -0.37276 0.008 0.001 -0.006 0.380
H -2.18676 -9.51231 -0.32367 -0.002 -0.008 0.002 0.357
H -4.28364 -8.61565 0.62166 -0.007 -0.005 -0.004 0.356
H -4.35875 -6.30878 1.50381 -0.006 0.003 0.001 0.367
C -0.61731 -0.96617 -1.95104 0.023 -0.019 0.026 -0.718
C -0.36075 -1.47273 -3.21790 -0.012 -0.050 -0.006 -0.350
C 0.65680 -0.92702 -3.98858 -0.041 0.063 -0.035 -0.413
C 1.41048 0.13113 -3.49757 0.006 0.005 0.008 -0.612
C 1.15044 0.64104 -2.23211 0.032 -0.036 0.006 -0.622
C 0.13810 0.08982 -1.45727 0.030 -0.052 0.079 -0.261
H -1.40608 -1.39597 -1.34512 -0.008 0.012 -0.004 0.467
H -0.95176 -2.29403 -3.60426 -0.011 0.009 -0.002 0.604
H 0.86474 -1.32720 -4.97336 0.012 0.001 -0.006 0.491
H 2.20393 0.55489 -4.10077 -0.014 0.013 -0.014 0.468
H 1.73693 1.46323 -1.84238 -0.003 0.012 0.015 0.471
H -0.05625 0.46526 -0.45841 0.001 0.073 -0.186 0.535
C 3.96314 -2.66916 -3.69297 0.015 0.009 0.005 -0.314
C 5.22089 -3.07747 -4.11556 0.000 0.004 -0.001 -0.436
C 5.42706 -4.39070 -4.51521 0.001 0.002 0.002 -0.400
C 4.37590 -5.29668 -4.48942 -0.004 0.000 0.000 -0.326
C 3.11967 -4.88955 -4.06159 0.007 -0.002 -0.006 -0.612
C 2.91219 -3.57525 -3.66514 0.025 -0.069 0.023 -0.190
H 3.79822 -1.64431 -3.38556 -0.016 0.008 0.008 0.350
H 6.04129 -2.37145 -4.13424 0.004 0.004 -0.006 0.370
H 6.40716 -4.70826 -4.84697 0.006 -0.001 -0.002 0.356
H 4.53609 -6.32035 -4.80249 0.002 -0.006 0.003 0.362
H 2.30062 -5.59701 -4.03731 -0.006 -0.003 0.000 0.389
H 1.93391 -3.25705 -3.33228 -0.023 0.020 0.011 0.458
C -2.16028 -2.26652 -6.42431 0.000 0.004 -0.016 -0.402
C -2.78534 -1.13779 -5.91221 0.025 0.032 0.019 -0.200
C -4.17097 -1.07846 -5.85669 -0.001 -0.015 -0.004 -0.552
C -4.93094 -2.14492 -6.31685 -0.001 0.004 -0.004 -0.463
C -4.30540 -3.27021 -6.83500 -0.005 -0.004 -0.001 -0.359
C -2.91987 -3.33169 -6.88815 0.010 -0.003 0.004 -0.602
H -1.07893 -2.31580 -6.46217 0.005 0.005 -0.010 0.400
H -2.19108 -0.30625 -5.55373 0.005 -0.007 0.021 0.652
H -4.65950 -0.20070 -5.45269 -0.003 0.000 0.015 0.431
H -6.01130 -2.09903 -6.27144 -0.006 0.002 -0.004 0.369
H -4.89799 -4.10023 -7.19710 -0.004 -0.007 0.002 0.365
H -2.43180 -4.20994 -7.29063 0.002 -0.006 -0.001 0.381
C -2.01963 1.46309 -8.56829 0.025 -0.019 0.001 -0.341
C -3.10381 1.99722 -7.88721 -0.031 0.015 0.005 0.043
C -3.48340 3.31406 -8.10678 0.023 0.007 -0.007 -0.540
C -2.77456 4.09901 -9.00567 0.000 0.001 0.003 -0.329
C -1.68592 3.56698 -9.68276 0.003 0.001 -0.004 -0.420
C -1.30902 2.24894 -9.46502 -0.003 0.001 0.001 -0.426
H -1.73143 0.43295 -8.39954 -0.009 -0.006 0.013 0.408
H -3.65435 1.38288 -7.18763 -0.013 -0.016 -0.008 0.144
H -4.33109 3.72903 -7.57685 -0.006 0.002 0.002 0.364
H -3.07038 5.12573 -9.17852 0.002 0.007 0.001 0.359
H -1.13118 4.17995 -10.38137 0.000 0.003 -0.007 0.354
H -0.46163 1.83358 -9.99510 0.004 -0.001 -0.006 0.369
C -1.02296 6.83311 5.59353 -0.012 0.022 0.007 -0.595
C -0.50994 7.07008 4.32567 0.014 -0.001 -0.003 -0.344
C -0.20853 6.00516 3.48772 -0.006 0.012 0.017 -0.665
C -0.41891 4.70152 3.91613 0.031 0.005 -0.021 0.016
C -0.92771 4.46616 5.18643 0.016 -0.007 -0.019 -0.337
C -1.23071 5.53030 6.02438 0.000 -0.013 0.008 -0.511
H -1.25964 7.66297 6.24695 0.009 -0.001 0.014 0.459
H -0.34459 8.08610 3.99094 -0.009 0.007 -0.004 0.375
H 0.18973 6.19022 2.49843 -0.003 -0.001 -0.011 0.391
H -0.18343 3.87179 3.26263 0.015 -0.005 -0.009 0.480
H -1.08838 3.45075 5.52830 -0.006 -0.001 0.015 0.281
H -1.62976 5.34533 7.01351 -0.018 0.001 -0.001 0.447
C 0.31615 6.88834 9.27110 -0.005 0.000 0.010 -0.339
C -0.00834 7.35095 10.53881 -0.009 -0.002 -0.001 -0.465
C 0.46846 8.58034 10.97209 0.001 0.003 0.002 -0.353
C 1.27202 9.34550 10.13850 0.000 0.000 0.000 -0.373
C 1.60058 8.88014 8.87267 -0.005 0.005 -0.001 -0.394
C 1.12167 7.65209 8.43802 0.022 -0.003 -0.020 -0.335
H -0.05756 5.93125 8.93083 0.014 -0.013 -0.002 0.382
H -0.63294 6.75298 11.18984 -0.007 -0.001 0.003 0.360
H 0.21401 8.94207 11.95989 -0.002 0.002 0.006 0.357
H 1.64260 10.30490 10.47566 0.006 0.003 0.004 0.357
H 2.23017 9.47532 8.22389 0.002 0.005 -0.005 0.362
H 1.37436 7.28922 7.44990 -0.012 -0.006 -0.007 0.445